Entry 1:
{
  "formula": "C15H35F2N6O10S2V",
  "method": "wB97M-V/def2-TZVPD",
  "species": ["O", "V", "N", "S", "O", "O", "F", "S", "O", "O", "F", "C", "O", "N", "C", "C", "H", "H", "H", "H", "H", "H", "H", "C", "O", "N", "C", "C", "H", "H", "H", "H", "H", "H", "H", "C", "O", "N", "C", "C", "H", "H", "H", "H", "H", "H", "H", "C", "O", "N", "C", "C", "H", "H", "H", "H", "H", "H", "H", "C", "O", "N", "C", "C", "H", "H", "H", "H", "H", "H", "H"],
  "positions_angstrom": [[-1.88, 0.50, -0.77], [-1.30, -0.72, -0.05], [-2.82, -2.05, 0.05], [-3.07, -3.64, -0.53], [-3.36, -3.83, -1.98], [-3.70, -4.74, 0.27], [-1.50, -3.86, -0.51], [-4.15, -2.11, 0.91], [-4.05, -2.54, 2.28], [-5.36, -2.22, 0.15], [-4.04, -0.53, 1.13], [0.27, -3.00, 1.82], [-0.14, -2.06, 1.14], [1.54, -3.36, 1.88], [1.99, -4.53, 2.72], [2.52, -2.76, 1.03], [-0.32, -3.64, 2.50], [2.29, -5.39, 2.12], [1.24, -4.83, 3.44], [2.88, -4.13, 3.20], [2.26, -1.75, 0.74], [3.50, -2.65, 1.51], [2.79, -3.47, 0.25], [-1.54, 3.55, -0.35], [-1.48, 3.10, 0.87], [-0.66, 4.50, -0.86], [-0.90, 5.05, -2.20], [0.52, 4.95, -0.09], [-2.41, 3.32, -0.99], [-1.70, 4.39, -2.54], [-0.08, 4.98, -2.92], [-1.27, 6.06, -2.00], [0.73, 6.01, -0.23], [0.46, 4.61, 0.94], [1.29, 4.42, -0.64], [1.73, 0.98, -0.18], [0.74, 0.24, -0.04], [2.21, 1.69, -1.28], [3.41, 2.44, -1.11], [1.50, 1.96, -2.55], [2.40, 1.04, 0.70], [3.78, 2.22, -0.10], [3.29, 3.52, -1.12], [4.25, 2.12, -1.73], [0.71, 2.65, -2.25], [2.15, 2.43, -3.28], [1.10, 1.09, -3.06], [-0.61, 1.00, 2.90], [-1.13, 0.36, 1.96], [-0.95, 0.82, 4.19], [-1.69, -0.32, 4.69], [-0.52, 1.84, 5.19], [-0.08, 1.95, 2.75], [-2.55, 0.20, 5.10], [-1.17, -0.71, 5.56], [-1.88, -1.12, 3.97], [-1.31, 2.05, 5.91], [0.46, 1.67, 5.63], [-0.34, 2.80, 4.72], [-0.60, -1.90, -3.20], [-0.61, -1.75, -1.91], [0.46, -1.89, -3.96], [0.10, -1.58, -5.37], [1.80, -1.69, -3.38], [-1.51, -2.13, -3.78], [-0.79, -2.09, -5.73], [0.87, -1.97, -6.02], [-0.12, -0.54, -5.62], [2.13, -0.66, -3.52], [1.86, -2.03, -2.35], [2.41, -2.35, -3.99]],
  "lowdin_spin": [-0.118, 1.879, 0.035, 0.021, 0.009, 0.020, 0.003, 0.012, 0.006, 0.005, 0.010, 0.002, 0.006, 0.001, 0.000, 0.000, 0.000, 0.000, 0.000, 0.000, 0.000, 0.000, 0.000, 0.000, 0.000, 0.000, 0.000, 0.000, 0.000, 0.000, 0.000, 0.000, 0.000, 0.000, 0.000, 0.008, 0.023, 0.002, 0.000, 0.000, 0.001, 0.000, 0.000, 0.000, 0.000, 0.000, 0.000, 0.005, 0.022, 0.001, 0.000, 0.000, 0.001, 0.000, 0.000, 0.000, 0.000, 0.000, 0.000, 0.012, 0.026, 0.006, 0.001, 0.000, 0.000, 0.000, 0.000, 0.000, 0.000, 0.000, 0.000],
  "homo_lumo_gap_ev": [5.0, 8.9],
  "mol_weight_g_mol": 612.551,
  "lumo_ev": [0.1, 0.1],
  "relative_energy_kcal_mol": 4.8,
  "spin_multiplicity": 3
}

Entry 2:
{
  "formula": "C15H35N5O6",
  "method": "wB97M-V/def2-TZVPD",
  "species": ["N", "C", "C", "O", "C", "O", "H", "H", "H", "H", "H", "H", "H", "C", "O", "N", "C", "C", "H", "H", "H", "H", "H", "H", "H", "C", "O", "N", "C", "C", "H", "H", "H", "H", "H", "H", "H", "C", "O", "N", "C", "C", "H", "H", "H", "H", "H", "H", "H", "C", "O", "N", "C", "C", "H", "H", "H", "H", "H", "H", "H"],
  "positions_angstrom": [[1.87, -2.03, 0.68], [1.20, -1.38, -0.47], [-0.22, -0.97, -0.09], [-1.20, -1.57, -0.98], [-1.85, -2.64, -0.50], [-2.48, -2.65, 0.52], [1.21, -2.71, 1.07], [2.61, -2.62, 0.30], [1.13, -2.08, -1.31], [1.79, -0.53, -0.80], [-0.38, 0.11, -0.15], [-0.44, -1.26, 0.95], [-1.79, -3.54, -1.14], [3.67, -4.01, -2.85], [3.75, -3.84, -1.64], [3.82, -3.04, -3.76], [3.71, -3.29, -5.18], [4.11, -1.69, -3.29], [3.45, -5.00, -3.29], [4.64, -3.04, -5.69], [2.90, -2.69, -5.62], [3.49, -4.34, -5.35], [5.04, -1.68, -2.72], [3.31, -1.33, -2.65], [4.21, -1.03, -4.15], [2.79, 1.73, 0.58], [3.82, 1.80, -0.07], [1.90, 2.74, 0.71], [0.69, 2.61, 1.49], [2.18, 4.00, 0.04], [2.48, 0.82, 1.12], [-0.19, 2.76, 0.85], [0.65, 3.33, 2.30], [0.64, 1.60, 1.91], [2.27, 3.86, -1.03], [3.13, 4.42, 0.40], [1.38, 4.70, 0.25], [-5.32, -3.16, -3.38], [-5.72, -3.51, -4.47], [-5.58, -1.96, -2.82], [-5.07, -1.60, -1.52], [-6.39, -1.02, -3.56], [-4.70, -3.81, -2.74], [-5.89, -1.38, -0.83], [-4.43, -0.72, -1.59], [-4.49, -2.42, -1.11], [-7.38, -1.44, -3.77], [-5.92, -0.78, -4.52], [-6.50, -0.11, -2.98], [-1.02, 3.68, 4.86], [-0.77, 4.17, 3.77], [-0.26, 3.84, 5.95], [-0.60, 3.23, 7.22], [0.94, 4.66, 5.86], [-1.90, 3.04, 5.03], [-0.75, 3.99, 7.99], [0.20, 2.55, 7.55], [-1.52, 2.65, 7.12], [0.68, 5.67, 5.55], [1.62, 4.24, 5.12], [1.43, 4.68, 6.83]],
  "lowdin_charge": [0.011, -0.246, -0.153, -0.045, -0.356, 0.074, 0.063, 0.051, 0.109, 0.089, 0.115, 0.119, 0.148, -0.352, 0.003, -0.195, -0.059, -0.027, 0.133, 0.090, 0.090, 0.082, 0.098, 0.076, 0.088, -0.373, 0.003, -0.191, -0.058, -0.042, 0.122, 0.091, 0.059, 0.083, 0.090, 0.091, 0.086, -0.360, 0.012, -0.197, -0.053, -0.044, 0.131, 0.094, 0.094, 0.058, 0.092, 0.092, 0.084, -0.341, -0.005, -0.197, -0.058, -0.037, 0.136, 0.090, 0.090, 0.082, 0.094, 0.091, 0.086],
  "homo_lumo_gap_ev": 9.6,
  "mol_weight_g_mol": 381.474,
  "lumo_ev": 0.6,
  "smiles": "CN(C)C=O.CN(C)C=O.CN(C)C=O.CN(C)C=O.NCCOC=O"
}

Entry 3:
{
  "formula": "C15H35O9S4",
  "method": "wB97M-V/def2-TZVPD",
  "species": ["C", "C", "C", "C", "C", "S", "C", "H", "H", "H", "H", "H", "H", "H", "H", "H", "H", "H", "O", "S", "O", "O", "C", "C", "C", "H", "H", "H", "H", "H", "H", "H", "H", "O", "S", "O", "O", "C", "C", "C", "H", "H", "H", "H", "H", "H", "H", "H", "O", "S", "O", "O", "C", "C", "C", "H", "H", "H", "H", "H", "H", "H", "H"],
  "positions_angstrom": [[0.96, -2.38, -2.97], [1.39, -1.19, -3.62], [1.63, 0.31, -4.34], [0.11, 0.92, -4.69], [-0.57, 1.29, -3.25], [-2.37, 0.85, -3.06], [-2.98, -0.39, -4.32], [0.29, -3.25, -2.50], [2.27, 0.15, -5.31], [2.20, 1.02, -3.60], [-0.43, 0.09, -5.31], [0.32, 1.87, -5.39], [-0.49, 2.47, -3.13], [0.01, 0.85, -2.32], [-3.09, 2.05, -3.33], [-4.13, -0.65, -4.18], [-2.82, 0.08, -5.41], [-2.37, -1.40, -4.18], [3.53, -4.14, 2.16], [3.52, -2.74, 2.53], [2.49, -2.17, 3.37], [3.66, -1.84, 1.18], [2.73, -2.04, 0.13], [1.40, -1.39, 0.43], [5.10, -2.33, 3.24], [2.61, -3.11, -0.08], [3.16, -1.58, -0.77], [0.90, -1.89, 1.26], [0.74, -1.44, -0.44], [1.53, -0.34, 0.72], [5.89, -2.71, 2.59], [5.16, -2.80, 4.22], [5.17, -1.25, 3.34], [-1.39, 6.09, -1.08], [-2.13, 5.64, -2.25], [-1.52, 4.81, -3.26], [-2.81, 6.93, -2.97], [-1.98, 8.02, -3.34], [-1.20, 7.73, -4.61], [-3.63, 4.87, -1.71], [-1.31, 8.30, -2.52], [-2.64, 8.88, -3.52], [-0.47, 6.94, -4.44], [-0.67, 8.62, -4.95], [-1.87, 7.38, -5.40], [-4.12, 5.51, -0.98], [-3.37, 3.91, -1.25], [-4.27, 4.70, -2.57], [-1.48, -5.71, 4.74], [-1.23, -5.31, 6.11], [-2.04, -4.31, 6.78], [0.34, -4.91, 6.28], [0.89, -3.93, 5.40], [0.48, -2.53, 5.82], [-1.20, -6.76, 7.13], [0.60, -4.13, 4.37], [1.98, -4.02, 5.46], [-0.59, -2.37, 5.69], [1.01, -1.78, 5.23], [0.70, -2.36, 6.88], [-0.55, -7.51, 6.66], [-2.22, -7.15, 7.21], [-0.83, -6.49, 8.12]],
  "lowdin_charge": [0.049, -0.077, -0.185, -0.217, -0.383, 0.991, -0.304, 0.083, 0.125, 0.129, 0.106, 0.144, 0.110, 0.115, 0.043, 0.101, 0.095, 0.097, -0.276, 0.631, -0.290, -0.262, -0.285, -0.082, -0.115, 0.116, 0.113, 0.075, 0.037, 0.086, 0.078, 0.080, 0.077, -0.266, 0.624, -0.323, -0.258, -0.269, -0.074, -0.125, 0.121, 0.130, 0.068, 0.087, 0.086, 0.084, 0.066, 0.074, -0.292, 0.624, -0.290, -0.264, -0.287, -0.077, -0.124, 0.112, 0.119, 0.072, 0.058, 0.087, 0.075, 0.077, 0.076],
  "homo_lumo_gap_ev": 8.3,
  "mol_weight_g_mol": 487.704,
  "lumo_ev": -3.5,
  "total_charge": 1
}

Entry 4:
{
  "formula": "C15H36AlBF4N3O4P",
  "method": "wB97M-V/def2-TZVPD",
  "species": ["C", "C", "P", "C", "N", "C", "N", "N", "C", "C", "C", "C", "C", "C", "C", "C", "C", "C", "O", "C", "O", "B", "O", "O", "H", "H", "H", "H", "H", "H", "H", "H", "H", "H", "H", "H", "H", "H", "H", "H", "H", "H", "H", "H", "H", "H", "H", "H", "H", "H", "H", "H", "H", "H", "H", "H", "H", "H", "H", "H", "F", "Al", "F", "F", "F"],
  "positions_angstrom": [[7.55, 1.52, 0.25], [6.18, 1.33, -0.45], [5.34, 0.07, 0.54], [4.70, 1.02, 1.98], [3.83, -0.45, -0.38], [2.86, 0.32, -0.72], [2.97, 1.66, -0.81], [1.59, -0.24, -1.11], [1.04, -1.22, -0.17], [-0.33, -1.71, -0.60], [-0.90, -2.71, 0.42], [-1.71, -1.99, 1.52], [-3.18, -1.78, 1.10], [-3.69, -0.35, 1.35], [-5.19, -0.31, 1.71], [-5.96, 0.84, 1.05], [-6.67, 0.36, -0.22], [-7.38, 1.48, -0.97], [-8.36, 2.09, -0.15], [-8.04, 3.40, 0.27], [1.89, -0.90, -2.33], [1.15, -0.37, -3.40], [0.58, -1.26, -4.28], [1.13, 0.98, -3.59], [7.85, 0.62, 0.79], [7.46, 2.32, 0.98], [8.32, 1.79, -0.46], [6.28, 0.99, -1.48], [5.65, 2.29, -0.41], [3.71, 0.69, 2.30], [5.42, 0.82, 2.76], [4.71, 2.10, 1.80], [3.50, -1.32, 0.04], [2.28, 2.24, -0.36], [3.68, 2.07, -1.39], [0.96, -0.73, 0.81], [1.69, -2.10, -0.10], [-0.28, -2.18, -1.58], [-1.02, -0.87, -0.69], [-0.08, -3.28, 0.85], [-1.55, -3.41, -0.10], [-1.26, -1.00, 1.64], [-1.64, -2.56, 2.44], [-3.80, -2.46, 1.69], [-3.29, -2.03, 0.05], [-3.11, 0.08, 2.16], [-3.58, 0.24, 0.44], [-5.27, -0.20, 2.80], [-5.67, -1.25, 1.43], [-6.71, 1.23, 1.74], [-5.28, 1.65, 0.78], [-5.92, -0.09, -0.87], [-7.42, -0.37, 0.07], [-6.66, 2.23, -1.30], [-7.88, 1.06, -1.84], [-8.70, 3.64, 1.09], [-8.18, 4.11, -0.55], [-7.01, 3.47, 0.63], [-0.32, -1.50, -4.01], [0.25, 1.30, -3.80], [8.03, -2.19, 1.67], [8.71, -2.29, 0.13], [9.77, -1.00, -0.08], [7.44, -2.12, -1.00], [9.49, -3.76, -0.08]],
  "lowdin_charge": [-0.139, -0.423, 1.019, -0.267, 0.015, -0.368, 0.216, -0.058, -0.159, -0.175, -0.195, -0.195, -0.201, -0.203, -0.202, -0.216, -0.183, -0.239, -0.192, -0.117, 0.125, -0.775, 0.192, 0.205, 0.045, 0.070, 0.083, 0.084, 0.053, 0.032, 0.043, 0.035, 0.109, 0.133, 0.120, 0.141, 0.130, 0.111, 0.124, 0.110, 0.110, 0.094, 0.110, 0.108, 0.107, 0.105, 0.102, 0.109, 0.103, 0.109, 0.107, 0.117, 0.120, 0.119, 0.119, 0.089, 0.088, 0.077, 0.108, 0.118, -0.206, -0.219, -0.187, -0.216, -0.181],
  "homo_lumo_gap_ev": 7.8,
  "mol_weight_g_mol": 467.230,
  "lumo_ev": -1.7
}